{"formula": "C2H8N3O", "method": "wB97M-V/def2-TZVPD", "total_charge": 1, "species": ["C", "N", "O", "H", "H", "H", "N", "C", "N", "H", "H", "H", "H", "H"], "xyz": [[-0.4625, -0.6176, -1.9208], [-1.4494, -0.2180, -2.7483], [-0.2567, -0.1788, -0.7919], [0.0820, -1.5123, -2.2394], [-1.1607, -0.0961, -3.7093], [-2.1994, 0.3831, -2.4403], [-0.4290, 0.5984, 1.9201], [0.8248, 0.2935, 2.1616], [1.7184, 0.0539, 1.2313], [-0.8269, 0.2948, 1.0260], [-1.0223, 0.5079, 2.7407], [1.1441, 0.1938, 3.1906], [2.6534, 0.4398, 1.2912], [1.3841, -0.1423, 0.2884]]}

{"formula": "C2H8N3O2", "method": "wB97M-V/def2-TZVPD", "smiles": "N/C(NO)=C(\\[NH3+])O", "total_charge": 1, "species": ["N", "C", "N", "O", "C", "N", "O", "H", "H", "H", "H", "H", "H", "H", "H"], "xyz": [[1.0136, 1.5352, -0.4626], [0.5206, 0.2742, -0.0690], [1.4690, -0.5354, 0.3249], [2.8447, -0.2666, -0.0979], [-0.9113, -0.4279, -0.5175], [-2.0919, 0.3687, 0.1234], [-1.2437, -1.7092, -0.2212], [2.0623, 1.5364, -0.3410], [0.5149, 2.0613, -1.1587], [1.2728, -1.3831, 0.7188], [3.2572, -0.9813, 0.3265], [-1.9697, 1.3405, 0.3138], [-2.4518, -0.0781, 0.9518], [-2.8051, 0.3761, -0.6095], [-1.4815, -2.1109, 0.7182]]}

no.,maximum force (eV Å⁻¹),HOMO energy (eV)
1,1.75,-14.532
2,3.47,-12.201